96
Properties=species:S:1:pos:R:3 method="wB97M-V/def2-TZVPD" energy_ev=-73313.639 e_homo_ev=-14.23 de_lowest_kcal_mol=0.0 total_charge=+2
Pt 0.30541 0.08695 -0.51801
C -2.51234 1.17313 -3.01537
C -1.70686 -0.08953 -3.31738
P -1.18337 -1.03928 -1.84872
C -2.68365 -1.34082 -0.88662
C -3.87267 -1.66501 -1.54335
C -5.01121 -1.95734 -0.81307
C -4.96858 -1.94697 0.57663
C -3.78755 -1.64249 1.23492
C -2.64813 -1.33778 0.50385
C -0.80237 -2.67657 -2.51990
C -0.94211 -3.78809 -1.68977
C -0.62774 -5.05309 -2.16080
C -0.18401 -5.21792 -3.46675
C -0.06513 -4.11800 -4.30469
C -0.37292 -2.84923 -3.83517
C -1.68541 2.29108 -2.38746
P -1.10247 1.96953 -0.69479
C -0.09180 3.43544 -0.34086
C -0.47539 4.40463 0.58167
C 0.34622 5.50195 0.81530
C 1.54628 5.63340 0.13495
C 1.93386 4.66921 -0.79085
C 1.12056 3.57420 -1.02656
C -2.51723 2.05806 0.41450
C -3.77539 2.48785 0.00376
C -4.81116 2.57722 0.92466
C -4.59117 2.25965 2.25631
C -3.33352 1.84212 2.67555
C -2.30728 1.73184 1.75471
H -3.36746 0.92522 -2.38292
H -2.92341 1.54192 -3.95615
H -0.80714 0.16047 -3.88640
H -2.29624 -0.76481 -3.93992
H -3.91524 -1.70192 -2.62547
H -5.93129 -2.20327 -1.32573
H -5.85864 -2.18355 1.14421
H -3.75294 -1.64203 2.31632
H -1.72353 -1.09490 1.01678
H -1.31851 -3.67067 -0.67977
H -0.74609 -5.91315 -1.51500
H 0.05288 -6.20655 -3.83639
H 0.26350 -4.24672 -5.32716
H -0.26028 -2.00360 -4.50109
H -2.23780 3.23300 -2.36962
H -0.78521 2.47788 -2.97994
H -1.41276 4.31226 1.11544
H 0.04101 6.25613 1.52823
H 2.18037 6.49047 0.31787
H 2.86453 4.77878 -1.33174
H 1.42654 2.82475 -1.75109
H -3.96461 2.75866 -1.02649
H -5.78918 2.90562 0.59997
H -5.39932 2.34106 2.97074
H -3.16034 1.59943 3.71586
H -1.32809 1.39459 2.08001
C 3.32831 1.60152 3.21588
C 1.87157 1.19894 3.42249
C 1.00164 2.43753 3.64627
C 1.74816 0.24963 4.60810
N 1.41997 0.39772 2.25018
N 1.38586 1.13875 1.02120
H 3.69055 2.12849 4.09778
H 3.45696 2.28396 2.37067
H 3.96065 0.72492 3.06882
H 1.32581 2.95817 4.54720
H -0.04722 2.16339 3.78599
H 1.07186 3.16195 2.82944
H 2.07061 0.74656 5.52210
H 2.36506 -0.63682 4.46009
H 0.71194 -0.06709 4.75248
H 0.47187 0.07392 2.41605
H 2.34992 1.27307 0.72607
H 1.00898 2.07952 1.15849
C 4.13625 0.16994 -0.88335
C 3.58230 -0.83798 0.12592
P 1.98869 -1.57535 -0.37588
C 2.40742 -2.36872 -1.96152
C 3.57584 -3.35321 -1.91813
C 1.62184 -2.88993 0.84407
C 2.80806 -3.43796 1.63712
H 4.98586 0.70434 -0.45890
H 3.39245 0.91026 -1.19568
H 4.48562 -0.32506 -1.78890
H 3.44575 -0.40795 1.11814
H 4.28930 -1.65819 0.25496
H 2.60539 -1.55348 -2.66358
H 1.51565 -2.87506 -2.31940
H 4.50199 -2.89212 -1.57558
H 3.75880 -3.74492 -2.91800
H 3.35510 -4.20294 -1.27229
H 1.12348 -3.68523 0.28441
H 0.87766 -2.47835 1.52911
H 3.58891 -3.83997 0.99356
H 2.46785 -4.24491 2.28496
H 3.24973 -2.67058 2.27237